1.
Here is a 5-piece molecular cluster, C28H62FO10P overall at a distorted geometry from the OMol25 dataset. Energies are from the ωB97M-V functional and the def2-TZVPD basis.

Last column: Mulliken charge in e.
Atoms and positions in Å:
C: 2.9531 1.7628 0.5582  -0.895
C: 3.0740 2.3778 -0.6272  -0.269
C: 1.8897 2.9210 -1.3891  -0.581
P: 0.6844 3.6931 -0.2278  0.093
C: 1.5643 5.1047 0.6047  -1.273
C: 2.8852 5.6585 0.0212  0.307
C: 2.8065 7.1207 -0.4974  -0.775
C: 3.0900 7.1766 -1.9727  0.388
O: 2.2463 7.2694 -2.8179  -0.540
O: 4.4197 7.1205 -2.2860  -0.411
C: 4.9061 5.9046 -2.8832  -0.047
C: 5.9049 5.2084 -1.9563  -0.816
C: -0.5296 4.3782 -1.4637  -0.794
C: -1.4402 5.4902 -0.9720  0.155
C: -0.8706 6.8998 -1.1028  -0.933
F: -1.8230 5.2393 0.3505  -0.369
H: 3.6439 1.9887 1.3623  0.269
H: 2.1759 1.0180 0.6955  0.183
H: 4.0488 2.4812 -1.0990  0.418
H: 2.2296 3.6356 -2.1478  0.315
H: 1.3037 2.1668 -1.9320  0.441
H: 1.7704 4.7272 1.6059  0.433
H: 0.8554 5.9213 0.7428  0.755
H: 3.6414 5.6325 0.8062  0.390
H: 3.2746 5.0192 -0.7710  -0.390
H: 1.8076 7.5223 -0.3427  0.417
H: 3.5047 7.7675 0.0332  0.393
H: 4.0488 5.2534 -3.0711  0.136
H: 5.3469 6.1429 -3.8498  0.404
H: 6.8303 4.9759 -2.4804  0.356
H: 5.4803 4.3006 -1.5301  0.056
H: 6.1349 5.8798 -1.1292  0.284
H: -0.0339 4.6942 -2.3874  0.479
H: -1.1330 3.4957 -1.6964  0.360
H: -2.3581 5.4528 -1.5634  0.375
H: 0.1744 6.8716 -1.4031  -0.093
H: -0.9434 7.4055 -0.1392  0.323
H: -1.4181 7.4676 -1.8519  0.404
C: 3.5112 -1.8740 0.1562  -0.537
O: 4.2342 -1.3856 1.2714  -0.391
C: 3.9828 -2.0965 2.4709  0.272
C: 5.0812 -3.0866 2.7891  -0.661
O: 5.1543 -4.1273 1.8290  -0.372
C: 6.1789 -3.9462 0.8709  -0.738
H: 3.9450 -1.4294 -0.7388  0.376
H: 3.5762 -2.9621 0.0746  0.348
H: 2.4565 -1.5889 0.2234  0.017
H: 3.0201 -2.6113 2.4098  -0.281
H: 3.9274 -1.3617 3.2809  0.419
H: 4.8675 -3.5503 3.7573  0.427
H: 6.0428 -2.5684 2.8691  0.340
H: 7.1624 -4.1546 1.3068  0.323
H: 6.1762 -2.9319 0.4645  0.318
H: 5.9974 -4.6536 0.0632  0.248
C: -4.1960 -0.8745 -1.4690  -0.530
O: -3.0548 -1.6953 -1.6308  -0.166
C: -2.0581 -1.1340 -2.4687  -0.901
C: -0.9320 -0.5128 -1.6713  0.080
O: -1.3583 0.6101 -0.9215  -0.101
C: -1.5820 0.3359 0.4508  -0.675
H: -4.7768 -1.2855 -0.6443  -0.004
H: -3.9214 0.1559 -1.2309  0.287
H: -4.8137 -0.8815 -2.3739  0.321
H: -2.4947 -0.3883 -3.1417  0.423
H: -1.6515 -1.9462 -3.0794  0.399
H: -0.1583 -0.1686 -2.3666  0.406
H: -0.4816 -1.2666 -1.0148  -0.156
H: -0.6312 0.2300 0.9838  0.147
H: -2.1769 -0.5714 0.5855  0.249
H: -2.1187 1.1864 0.8666  0.291
C: -2.3536 -3.7958 0.8286  -0.118
O: -1.6065 -4.9773 0.5742  -0.437
C: -0.5100 -4.7600 -0.2919  -0.395
C: 0.8013 -4.6211 0.4518  -0.584
O: 0.8046 -3.4694 1.2791  -0.078
C: 0.5576 -3.7645 2.6429  -1.061
H: -3.0269 -3.9991 1.6591  0.355
H: -1.7013 -2.9591 1.0928  0.155
H: -2.9508 -3.5189 -0.0456  -0.069
H: -0.6828 -3.8630 -0.8978  -0.051
H: -0.4438 -5.6185 -0.9677  0.452
H: 1.6055 -4.5072 -0.2827  0.353
H: 1.0124 -5.5182 1.0421  0.402
H: 1.4401 -4.2157 3.1111  0.287
H: -0.2914 -4.4415 2.7591  0.468
H: 0.3340 -2.8239 3.1448  0.214
C: -8.2412 -6.0893 1.8436  -0.681
O: -8.5765 -4.8863 1.1784  -0.368
C: -8.0561 -3.7254 1.8014  -0.711
C: -6.8097 -3.2184 1.1092  -0.406
O: -5.7322 -4.1311 1.2144  -0.297
C: -5.5353 -4.9184 0.0527  -0.800
H: -8.4854 -6.9105 1.1719  0.242
H: -7.1769 -6.1332 2.0870  0.274
H: -8.8240 -6.2018 2.7645  0.328
H: -7.8423 -3.9197 2.8577  0.348
H: -8.8279 -2.9514 1.7475  0.385
H: -6.4971 -2.2851 1.5887  0.358
H: -7.0278 -3.0005 0.0581  0.370
H: -5.0776 -4.3194 -0.7422  0.214
H: -6.4753 -5.3392 -0.3118  0.482
H: -4.8569 -5.7283 0.3161  0.244

The calculation puts the LUMO energy at 0.7 eV. As for the SMILES: C=CCP(CCCC(=O)OCC)C[C@H](C)F.COCCOC.COCCOC.COCCOC.COCCOC. Its HOMO-LUMO gap is 8.62 eV. Its total energy is -2297.4064 hartree. The value obtained for the HOMO energy is -7.9 eV.

=====

2.
Here is C40H39MoN8O8 as an isolated structure at a distorted geometry from the OMol25 dataset. Energies are from the ωB97M-V functional and the def2-TZVPD basis.

Last column: Löwdin spin population.
Atoms and positions in Å:
Mo: 0.0189 0.3445 0.1712  1.611
C: 3.6062 2.5423 2.4630  0.001
O: 4.2128 1.6686 1.5292  0.002
C: 3.9522 1.9411 0.2085  0.010
C: 4.9799 2.3855 -0.6019  0.002
C: 4.7918 2.5918 -1.9682  0.015
C: 3.5568 2.3648 -2.5236  0.000
C: 2.4744 1.9559 -1.7297  0.016
C: 1.1473 1.9797 -2.2447  0.033
N: 0.1413 1.5499 -1.5451  -0.008
N: -1.1053 1.9130 -1.9306  0.015
C: -1.9061 2.0272 -0.8920  0.001
O: -1.4793 1.8094 0.2955  0.053
C: -3.2907 2.4442 -1.1537  0.000
C: -3.7303 2.6786 -2.4565  -0.001
C: -5.0504 3.0103 -2.6888  0.000
C: -5.9386 3.1135 -1.6282  -0.001
C: -5.5077 2.8748 -0.3338  0.000
C: -4.1890 2.5448 -0.0932  -0.001
C: 2.6561 1.7196 -0.3354  0.006
O: 1.6666 1.3566 0.4251  0.069
H: 3.9632 2.2232 3.4383  0.000
H: 2.5150 2.4708 2.4336  0.000
H: 3.9160 3.5734 2.2758  0.000
H: 5.9450 2.5634 -0.1538  0.000
H: 5.6101 2.9486 -2.5750  0.001
H: 3.3887 2.5202 -3.5778  0.000
H: 0.9566 2.4766 -3.1962  0.001
H: -3.0237 2.6031 -3.2705  0.000
H: -5.3943 3.1769 -3.6988  0.000
H: -6.9673 3.3823 -1.8119  0.000
H: -6.2098 2.9400 0.4852  0.000
H: -3.8332 2.3544 0.9078  0.000
C: -2.2947 -2.8361 -0.7999  0.002
C: -1.7729 -1.5882 -1.4630  0.029
O: -1.2066 -0.6906 -0.8010  0.017
N: -1.9064 -1.5663 -2.8050  0.029
C: -1.5254 -0.5173 -3.7309  0.003
C: -0.1076 -0.6621 -4.2417  0.002
C: 0.1676 -0.7972 -5.5984  0.000
C: 1.4930 -0.8799 -6.0010  0.000
C: 2.4880 -0.8258 -5.0359  0.000
C: 2.1122 -0.7033 -3.7088  0.001
N: 0.8487 -0.6236 -3.3210  0.002
H: -1.8682 -2.9107 0.1992  0.000
H: -2.0395 -3.7223 -1.3786  0.000
H: -3.3785 -2.7832 -0.7156  0.001
H: -2.3663 -2.3693 -3.2084  0.001
H: -1.6052 0.4517 -3.2196  0.000
H: -2.2227 -0.5400 -4.5700  0.000
H: -0.6380 -0.8434 -6.3162  0.000
H: 1.7469 -0.9783 -7.0456  0.000
H: 3.5311 -0.8877 -5.2978  0.000
H: 2.8473 -0.6693 -2.9134  0.000
O: 5.3033 -3.9243 1.3172  0.000
C: 4.4185 -4.2562 0.2806  0.003
C: 3.2915 -3.2640 0.2461  0.015
C: 2.3789 -3.2293 -0.8187  -0.005
C: 1.4292 -2.2425 -0.8572  0.017
N: 1.2873 -1.2972 0.0938  0.006
C: 2.0752 -1.4199 1.2025  0.019
C: 3.1016 -2.3563 1.2721  -0.003
C: 1.6346 -0.6028 2.3158  0.002
C: 2.3298 -0.4429 3.4831  0.009
C: 1.7999 0.4000 4.5046  0.000
C: 2.6209 0.6855 5.7403  0.000
O: 1.8405 0.8213 6.8980  0.000
C: 0.5724 0.9255 4.3405  0.009
C: -0.2797 0.5395 3.1779  0.008
N: 0.4084 -0.0247 2.0701  -0.005
H: 6.0503 -4.5294 1.2960  0.000
H: 4.0100 -5.2724 0.4233  0.001
H: 4.9277 -4.2429 -0.6964  0.001
H: 2.4234 -3.9611 -1.6088  -0.001
H: 0.7419 -2.1641 -1.6882  0.001
H: 3.7670 -2.3887 2.1176  0.000
H: 3.2968 -0.8963 3.6202  0.001
H: 3.1381 1.6435 5.6256  0.000
H: 3.3844 -0.0978 5.8615  0.000
H: 1.3016 0.0303 7.0135  0.000
H: 0.1397 1.5876 5.0712  0.001
H: -0.8908 1.3828 2.8223  0.000
C: -6.1067 -0.8709 1.3791  0.000
N: -4.7900 -0.9294 1.9706  0.000
C: -4.6398 -1.2836 3.2587  0.000
C: -3.4319 -1.2151 3.8666  0.000
C: -2.3582 -0.6875 3.0917  0.000
O: -1.2430 -0.4341 3.7398  -0.001
N: -2.4790 -0.4514 1.8048  0.010
C: -3.6734 -0.5859 1.1763  0.001
O: -3.8259 -0.4277 -0.0198  0.002
H: -6.8298 -0.5812 2.1382  0.000
H: -6.3900 -1.8371 0.9621  0.000
H: -6.0858 -0.1346 0.5756  0.000
H: -5.5338 -1.5989 3.7770  0.000
H: -3.2879 -1.4685 4.8995  0.000

The expectation value of S² is 2.016. The calculation puts the LUMO energy (spin up / spin down) at -3.1 / -3.2 eV. Its HOMO-LUMO gap (spin up / spin down) is 6.21 / 6.76 eV. The multiplicity is 3. Its total energy is -2655.7085 hartree. The value obtained for the HOMO energy (spin up / spin down) is -9.3 / -10.0 eV. Its total charge is +1.